Entry from the OMol25 dataset: a structure of composition C39H46CaP2 at a distorted geometry (ωB97M-V with the def2-TZVPD basis set).

Output
Kohn-Sham gap = 5.71 eV

```
! RIJCOSX wB97M-V def2-TZVPD def2/J DEFGRID3
* xyz 0 1
Ca 0.12 0.11 -0.02
C 0.53 -0.61 2.17
C 1.03 -1.57 1.38
C 0.40 -2.88 1.08
C -0.53 -2.96 -0.15
C -1.42 -1.79 -0.36
C -2.00 -1.04 0.59
C -1.95 -1.28 2.05
C -0.81 -0.60 2.84
C -0.83 1.11 -1.73
H 1.18 0.27 2.43
H 2.09 -1.44 1.00
H -0.15 -3.22 1.99
H 1.22 -3.65 0.96
H 0.10 -3.14 -1.06
H -1.18 -3.87 -0.08
H -1.67 -1.58 -1.43
H -2.70 -0.21 0.26
H -1.94 -2.37 2.23
H -2.93 -0.94 2.50
H -1.11 0.44 3.10
H -0.67 -1.11 3.83
H -0.61 2.13 -1.52
H -1.85 0.86 -1.75
H -0.26 0.71 -2.54
P 3.72 -6.39 -6.40
P 0.29 -6.20 -7.83
C 2.36 -7.54 -6.32
C 1.04 -7.40 -6.75
C 5.21 -7.48 -6.51
C 5.26 -8.77 -6.01
C 6.42 -9.54 -6.15
C 7.55 -9.01 -6.79
C 7.51 -7.70 -7.28
C 6.36 -6.94 -7.16
C 3.77 -5.87 -4.63
C 2.69 -5.07 -4.17
C 2.68 -4.61 -2.86
C 3.73 -4.91 -1.99
C 4.80 -5.68 -2.45
C 4.82 -6.16 -3.76
C -0.37 -7.35 -9.13
C 0.59 -8.00 -9.95
C 0.17 -8.86 -10.96
C -1.19 -9.08 -11.19
C -2.13 -8.43 -10.39
C -1.73 -7.57 -9.37
C -1.26 -5.69 -6.97
C -1.75 -4.39 -7.24
C -2.90 -3.94 -6.62
C -3.57 -4.76 -5.70
C -3.09 -6.04 -5.43
C -1.93 -6.51 -6.06
H 2.57 -8.45 -5.73
H 0.35 -8.23 -6.47
H 4.39 -9.20 -5.51
H 6.45 -10.57 -5.77
H 8.45 -9.61 -6.90
H 8.39 -7.28 -7.78
H 6.31 -5.93 -7.57
H 1.89 -4.82 -4.85
H 1.83 -4.01 -2.52
H 3.71 -4.54 -0.96
H 5.63 -5.91 -1.77
H 5.66 -6.77 -4.10
H 1.65 -7.82 -9.79
H 0.92 -9.36 -11.58
H -1.51 -9.75 -11.99
H -3.20 -8.59 -10.57
H -2.47 -7.08 -8.74
H -1.20 -3.75 -7.94
H -3.28 -2.94 -6.83
H -4.47 -4.39 -5.20
H -3.60 -6.68 -4.70
H -1.56 -7.50 -5.85
C 0.50 2.83 3.51
C -0.63 2.99 2.48
C -0.92 4.52 2.32
C -0.38 2.40 1.15
H 1.43 3.23 3.12
H 0.66 1.78 3.78
H 0.25 3.34 4.44
H -1.57 2.55 2.91
H -0.03 5.00 1.92
H -1.74 4.67 1.65
H -1.16 4.96 3.28
H -1.23 2.62 0.50
H 0.52 2.87 0.69
*
```


Entry from the OMol25 dataset: a structure of composition C39H46CrN9O5S3Si (ωB97M-V with the def2-TZVPD basis set).

Output
Energy relative to the best compared isomer or geometry (same formula, charge and spin) = 36.0 kcal/mol
Expectation value of S² = 6.082
Kohn-Sham gap (alpha / beta) = 6.13 / 7.74 eV

```
! RIJCOSX wB97M-V def2-TZVPD def2/J DEFGRID3
* xyz -1 5
Cr -0.03 0.18 -0.24
C 7.21 3.99 1.38
C 6.17 3.15 0.69
C 5.79 1.91 1.19
C 4.81 1.15 0.57
C 4.19 1.64 -0.58
C 4.58 2.86 -1.11
C 5.55 3.61 -0.48
S 2.87 0.72 -1.33
O 2.99 -0.64 -0.84
O 3.00 0.96 -2.75
N 1.55 1.35 -0.71
C 1.11 2.62 -1.27
C -0.18 2.99 -0.55
O -0.44 4.16 -0.28
O -0.91 1.98 -0.23
H 7.73 3.41 2.14
H 6.75 4.85 1.87
H 7.95 4.37 0.67
H 6.26 1.53 2.09
H 4.49 0.20 0.97
H 4.13 3.20 -2.04
H 5.85 4.57 -0.90
H 0.90 2.55 -2.35
H 1.84 3.42 -1.12
C -3.50 0.28 -3.06
C -2.64 -0.59 -3.99
C -1.93 0.33 -4.99
C -3.57 -1.55 -4.73
Si -1.32 -1.41 -2.87
O -0.75 -0.24 -1.93
C -2.12 -2.79 -1.85
C -2.63 -3.92 -2.43
C -3.26 -4.94 -1.69
C -3.42 -4.80 -0.29
C -2.91 -3.73 0.36
C -2.11 -2.68 -0.34
C 0.04 -2.24 -3.88
C 1.32 -2.27 -3.32
C 2.37 -2.91 -3.95
C 2.16 -3.56 -5.16
C 0.90 -3.55 -5.73
C -0.15 -2.89 -5.10
H -4.27 0.80 -3.64
H -2.90 1.01 -2.53
H -4.02 -0.34 -2.31
H -2.66 0.93 -5.54
H -1.34 -0.24 -5.71
H -1.25 1.02 -4.48
H -4.30 -0.97 -5.31
H -4.12 -2.19 -4.04
H -3.04 -2.19 -5.44
H -2.57 -4.04 -3.50
H -3.65 -5.82 -2.19
H -3.97 -5.55 0.26
H -3.03 -3.63 1.43
H -2.44 -1.68 -0.04
H 1.51 -1.75 -2.39
H 3.36 -2.90 -3.50
H 2.98 -4.07 -5.65
H 0.73 -4.05 -6.68
H -1.12 -2.89 -5.57
S -4.07 -0.69 5.31
C -2.93 -0.31 4.00
C -1.70 -0.93 3.95
C -0.84 -0.62 2.91
N -1.15 0.26 1.96
C -2.35 0.85 2.00
C -3.28 0.59 3.00
C -4.23 0.89 6.09
C -3.28 1.90 5.98
C -3.48 3.08 6.68
N -4.53 3.30 7.47
C -5.43 2.33 7.58
C -5.33 1.11 6.91
H -1.39 -1.63 4.72
H 0.14 -1.08 2.82
H -2.55 1.56 1.20
H -4.24 1.09 3.00
H -2.40 1.78 5.37
H -2.76 3.88 6.61
H -6.28 2.52 8.22
H -6.10 0.37 7.02
C 2.49 4.85 1.50
N 2.79 3.55 2.05
C 1.87 2.67 2.49
N 0.58 3.08 2.42
S 2.30 1.17 3.11
H 3.43 5.31 1.18
H 2.03 5.50 2.26
H 1.82 4.80 0.64
H 3.73 3.19 2.01
H 0.30 3.76 1.73
H -0.09 2.33 2.56
N 2.16 -3.30 0.35
C 1.17 -4.21 0.21
N 1.60 -5.52 0.09
N -0.11 -4.00 0.17
C -0.60 -2.71 0.09
N 0.01 -1.62 0.29
H 3.06 -3.52 -0.03
H 1.86 -2.32 0.31
H 2.41 -5.77 0.63
H 0.83 -6.17 0.14
*
```


Entry from the OMol25 dataset: a structure of composition C39H46FN6O3SSiY at a distorted geometry (ωB97M-V with the def2-TZVPD basis set).

Output
Energy relative to the best compared isomer or geometry (same formula, charge and spin) = 23.2 kcal/mol
Kohn-Sham gap = 6.75 eV

```
! RIJCOSX wB97M-V def2-TZVPD def2/J DEFGRID3
* xyz 2 1
Y 1.84 -0.68 -1.64
C 2.53 4.00 -0.63
C 2.10 3.03 -1.68
C 0.77 2.66 -1.81
C 0.37 1.74 -2.77
C 1.32 1.16 -3.62
C 2.66 1.57 -3.53
C 3.03 2.50 -2.57
H 1.69 4.30 -0.01
H 2.98 4.89 -1.07
H 3.29 3.54 0.01
H 0.02 3.10 -1.16
H -0.67 1.50 -2.90
H 0.98 0.55 -4.45
H 3.39 1.22 -4.26
H 4.06 2.85 -2.54
C 2.12 -1.83 -5.59
C 1.19 -2.51 -4.62
C 0.33 -3.51 -5.05
C -0.45 -4.18 -4.12
C -0.32 -3.89 -2.78
C 0.58 -2.87 -2.39
N 1.26 -2.15 -3.33
N 0.87 -2.51 -1.14
Si 0.72 -3.48 0.28
C 1.91 -2.65 1.54
C 1.29 -5.26 -0.14
C -1.04 -3.45 1.03
H 2.66 -2.58 -6.16
H 2.84 -1.22 -5.05
H 1.57 -1.21 -6.29
H 0.28 -3.77 -6.10
H -1.15 -4.94 -4.43
H -0.87 -4.41 -2.02
H 2.66 -2.03 1.05
H 2.44 -3.40 2.12
H 1.37 -2.03 2.24
H 1.49 -5.37 -1.20
H 0.54 -6.00 0.12
H 2.20 -5.52 0.39
H -1.36 -2.44 1.26
H -1.06 -4.03 1.95
H -1.78 -3.88 0.36
C -0.95 3.39 4.62
C -0.85 1.87 4.52
N -0.72 1.45 3.13
C 0.52 1.29 2.64
C 0.81 0.87 1.37
C 2.30 0.80 1.01
O 3.11 1.07 1.88
O 2.59 0.50 -0.20
C -0.25 0.54 0.47
O -0.10 0.04 -0.67
C -1.58 0.86 0.97
C -2.69 0.76 0.13
C -3.95 1.11 0.55
F -4.94 1.03 -0.37
C -4.21 1.53 1.88
C -3.10 1.61 2.71
C -1.79 1.31 2.29
N -5.49 1.80 2.35
C -6.64 1.82 1.45
C -7.93 2.05 2.24
N -7.82 1.30 3.51
C -6.80 1.94 4.40
C -5.73 2.62 3.52
H -1.08 3.68 5.66
H -1.78 3.78 4.04
H -0.04 3.84 4.25
H -1.71 1.37 4.97
H 0.04 1.53 5.05
H 1.35 1.51 3.30
H -2.55 0.41 -0.88
H -3.23 1.92 3.73
H -6.70 0.86 0.93
H -6.54 2.61 0.69
H -8.78 1.70 1.65
H -8.10 3.10 2.47
H -7.52 0.34 3.28
H -8.73 1.24 3.99
H -6.36 1.17 5.03
H -7.28 2.68 5.03
H -4.83 2.74 4.12
H -6.05 3.62 3.23
S 5.61 -3.69 -1.73
C 4.05 -3.00 -1.81
N 3.98 -1.70 -1.77
C 5.24 -1.15 -1.65
C 5.55 0.21 -1.55
C 6.87 0.58 -1.47
C 7.90 -0.37 -1.47
C 7.61 -1.72 -1.52
C 6.28 -2.10 -1.62
H 3.19 -3.64 -1.89
H 4.75 0.93 -1.49
H 7.12 1.63 -1.38
H 8.92 -0.05 -1.43
H 8.39 -2.46 -1.47
*
```